Formula: C24H23N3O4S6SbSiV
Source: OMol25
Level of theory: ωB97M-V/def2-TZVPD

Structure (XYZ):
```
63
Properties=species:S:1:pos:R:3:forces:R:3:lowdin_spin:R:1
C 0.328938 -0.931049 -1.712450 -0.044 0.411 0.027 0.0071
O 1.959085 -2.628585 -3.569030 -0.037 0.033 -0.034 0.0001
H 4.180736 -1.597383 -3.309667 0.028 0.001 0.058 0.0000
C 1.153794 2.803104 0.397550 -0.019 -0.028 -0.122 0.0069
H -6.197841 1.000405 -0.969532 0.008 -0.015 0.017 -0.0001
V -1.488201 -0.939472 0.843528 0.281 -1.724 -0.320 0.8897
C -1.228065 4.231148 0.352139 0.002 0.021 -0.008 -0.0004
H 6.717242 -0.323488 1.282582 -0.036 0.048 0.031 0.0000
H 4.760411 -1.684910 1.601993 -0.019 -0.008 -0.044 0.0000
O -4.071219 1.821934 -0.169306 0.036 0.249 0.072 0.0047
H -0.195164 5.613045 -0.928507 0.001 -0.009 0.010 0.0003
S 0.408747 -1.935256 5.271662 0.033 -0.190 0.006 -0.0146
O 1.853050 -4.282450 -1.725485 -0.011 -0.059 -0.077 0.0003
C -3.814796 0.648038 -0.075775 0.030 -0.439 0.057 0.0033
C 0.049959 2.321476 1.103937 -0.249 -0.108 -0.282 0.0163
H 7.291179 0.102627 -0.236118 -0.006 0.077 -0.015 0.0000
H 1.931732 4.345881 -0.871773 -0.021 -0.003 0.003 0.0000
S -2.695511 -2.502416 -0.362916 -0.075 -0.048 -0.092 0.0578
H -0.347564 2.155170 -3.324952 -0.002 -0.052 0.099 0.0005
H -0.089226 0.486938 4.571858 -0.022 0.031 0.026 -0.0004
C -6.821533 -0.951517 -1.610506 -0.009 -0.024 -0.010 0.0077
C -5.172590 -2.681138 -1.322909 0.036 0.013 0.003 0.0068
S 0.841534 -0.003691 -3.133469 0.028 -0.251 -0.008 -0.0004
C 5.461882 -1.063396 -1.656335 0.013 0.027 0.007 0.0000
C 1.969939 0.177153 2.097030 0.157 0.014 -0.110 0.0033
C 4.329992 -1.616880 -2.236748 -0.059 0.024 0.069 0.0002
Sb -1.024757 -2.808180 3.752432 -0.086 0.318 0.008 -0.0201
N 0.738686 -2.135249 -1.384926 -0.328 0.159 0.041 0.0107
N 6.790142 -0.574359 0.311853 -0.012 -0.158 -0.049 0.0001
C -0.123683 4.698565 -0.351928 0.021 -0.074 0.036 0.0041
N -0.561344 -0.220639 -0.963162 0.651 -0.386 -0.306 0.0114
H -2.016902 2.694142 1.601549 0.013 -0.043 -0.028 0.0003
C -1.138931 3.053913 1.077612 0.002 0.070 0.009 0.0047
C -0.228995 1.282035 -2.701960 0.103 0.006 -0.163 0.0059
H -4.864264 -3.714047 -1.432175 -0.034 0.017 0.004 0.0000
H -1.623726 1.615777 -1.117336 -0.018 0.072 0.069 -0.0002
C 3.514409 -2.225387 -0.054560 0.039 -0.076 -0.002 -0.0001
H 2.071729 -0.646621 2.806897 0.004 0.040 -0.020 -0.0006
H 0.408527 2.162182 4.161934 -0.017 -0.091 -0.060 0.0027
H -1.278477 1.631397 3.920832 0.069 0.046 0.034 -0.0002
C 1.069105 3.987403 -0.323028 -0.025 0.016 0.046 0.0003
C 5.628201 -1.085095 -0.271939 0.033 0.031 -0.027 0.0001
H 2.235771 -0.175711 1.097549 0.019 0.035 0.110 -0.0002
H 2.085388 2.246976 0.395365 -0.061 0.006 -0.040 0.0005
O -2.727383 0.207345 0.557812 -2.337 2.388 -1.032 0.0083
H -7.103118 -3.013203 -2.162814 0.020 0.014 0.020 -0.0002
H 6.224375 -0.604509 -2.277882 -0.027 -0.030 0.012 0.0000
S 0.030478 -2.265636 1.550148 1.278 -0.615 -0.010 -0.0162
C -4.254275 -1.775949 -0.762374 -0.016 0.105 0.008 0.0037
S 1.906961 -2.912651 -2.151678 -0.024 0.129 0.242 0.0017
C 3.359667 -2.199715 -1.435975 0.131 0.025 -0.080 0.0004
H 2.742953 -2.677293 0.561733 0.075 0.041 -0.051 -0.0005
Si 0.232068 0.810862 2.165160 0.548 0.086 0.960 0.0729
C -0.875118 0.989933 -1.570649 -0.223 -0.173 0.361 -0.0008
C -4.665489 -0.435279 -0.639233 0.145 -0.156 0.020 0.0066
C -0.235200 1.316766 3.879780 -0.147 0.060 0.169 0.0111
C 4.639499 -1.670100 0.523168 0.030 -0.027 0.040 0.0000
S -2.389982 -0.921154 2.956519 0.145 0.273 0.372 -0.0963
C -5.935714 -0.044576 -1.071449 -0.017 -0.013 -0.016 0.0001
H -2.166665 4.771747 0.325699 0.037 -0.012 -0.016 -0.0001
H -7.805260 -0.635439 -1.933600 0.022 0.000 0.005 0.0005
C -6.426417 -2.282271 -1.734974 0.015 0.000 -0.006 -0.0001
H 2.651236 0.988730 2.388800 -0.071 -0.076 -0.026 0.0008
```
Positions in Å, forces in eV/Å.

Results
Multiplicity = 2
ΔE to the lowest compared entry with this formula, charge and spin = 65.46 kcal per mole
Expectation value of S² = 0.796
Net charge = -1
M = 810.7 g mol⁻¹